The following is a DFT calculation (ωB97M-V/def2-TZVPD) of a molecular structure, C15H28HfIO4P2S.

Computed properties:
spin multiplicity = 1
total charge = +3
E_tot = -62991.122 eV

Atoms and positions in Å:
C 0.998 -4.503 -0.967
I 0.510 -2.211 -0.734
H 0.356 -4.816 -1.795
H 0.749 -4.975 -0.015
H 2.063 -4.535 -1.212
Hf -0.057 0.312 0.274
P -2.076 -1.016 1.258
C -1.674 -1.689 2.914
C -3.448 0.132 1.605
H -4.290 -0.416 2.049
H -3.774 -2.730 1.115
H -3.759 0.603 0.662
H -3.263 -2.164 -0.509
H -1.209 -0.906 3.525
H -3.105 0.919 2.290
C -2.914 -2.443 0.493
H -2.603 -2.033 3.387
H -2.225 -3.291 0.407
H -0.972 -2.526 2.813
P 1.768 0.835 -1.600
C 3.408 0.808 -0.775
C 2.134 -0.180 -3.075
H 0.731 2.675 -2.740
H 2.481 2.566 -3.134
H 1.923 3.249 -1.555
C 1.734 2.500 -2.330
H 1.230 -0.264 -3.689
H 2.926 0.309 -3.659
H 4.145 1.235 -1.469
H 3.684 -0.223 -0.523
H 2.462 -1.183 -2.779
H 3.366 1.406 0.144
C 1.352 -0.236 1.755
O 2.134 -0.398 2.612
C -3.291 7.674 3.599
C -2.548 6.481 3.044
C -1.149 6.441 3.106
C -0.431 5.393 2.555
C -1.108 4.334 1.933
C -2.499 4.332 1.881
C -3.208 5.391 2.456
S -0.089 3.223 1.003
O 0.544 4.063 0.020
O 0.784 2.429 1.886
O -1.026 2.181 0.338
H -3.042 7.888 4.648
H -3.017 8.572 3.029
H -4.374 7.536 3.536
H -0.647 7.259 3.628
H 0.658 5.387 2.645
H -2.999 3.489 1.414
H -4.300 5.389 2.465

Atomic forces in eV per Å
C -0.002 -0.670 -0.010
I 0.695 -2.006 -0.726
H -0.047 0.491 0.164
H -0.063 0.476 -0.030
H -0.197 0.529 0.119
Hf -2.373 4.713 -0.954
P -2.263 -1.003 1.075
C 0.776 0.301 -0.130
C 0.217 0.450 -0.263
H 0.261 0.120 -0.107
H 0.289 0.172 -0.112
H -0.092 -0.082 0.287
H -0.043 -0.176 0.184
H -0.179 -0.225 0.134
H -0.169 -0.154 -0.114
C 0.301 0.074 -0.608
H 0.199 0.128 -0.154
H -0.226 0.146 0.049
H -0.184 0.089 0.127
P 1.769 0.683 -1.729
C -0.417 -0.248 0.774
C -0.599 -0.504 0.076
H 0.262 0.163 -0.030
H -0.192 -0.152 0.305
H -0.052 -0.099 -0.238
C -0.615 0.296 0.168
H 0.227 -0.027 -0.047
H -0.231 -0.052 0.298
H -0.251 -0.079 0.150
H 0.087 0.206 -0.064
H 0.000 0.233 -0.179
H 0.260 0.001 -0.190
C 7.130 -1.524 7.899
O -4.520 0.772 -5.015
C -0.096 -0.083 -0.041
C -0.040 -0.230 0.020
C -0.028 -0.041 0.120
C 0.481 0.005 0.240
C -0.022 0.070 0.098
C -0.042 -0.153 0.187
C 0.009 -0.002 0.018
S -0.826 4.326 0.200
O 0.061 -1.571 0.499
O 0.301 -2.372 -0.828
O 0.395 -2.498 -0.731
H 0.073 -0.236 -0.281
H -0.107 -0.193 0.065
H 0.210 0.054 -0.042
H 0.079 -0.317 -0.286
H -0.320 0.051 -0.156
H -0.201 0.248 -0.011
H 0.316 -0.104 -0.180